1.
{"formula": "C18H23N8ORe", "method": "ωB97M-V/def2-TZVPD", "relative_energy_ev": 0.0000, "charge": 3, "multiplicity": 2, "orbital_gap_ev": [6.845, 6.627], "symbols": ["Re", "C", "C", "N", "C", "C", "N", "C", "C", "N", "C", "C", "N", "C", "C", "C", "C", "C", "C", "C", "N", "H", "H", "H", "H", "H", "H", "H", "H", "H", "H", "H", "H", "H", "H", "H", "H", "H", "H", "H", "H", "H", "H", "H", "O", "N", "C", "C", "N", "C", "N"], "xyz": [[-0.3782, -0.2030, 0.3454], [-2.8620, 1.3978, -2.8608], [-1.8176, 0.9928, -1.8983], [-1.9741, 0.1437, -0.9199], [-3.2093, -0.6156, -0.6156], [-3.2471, -0.9020, 0.8869], [-1.9011, -1.2826, 1.4560], [-1.6045, -2.7515, 1.4780], [-1.0055, -3.1804, 0.1554], [0.1414, -2.2732, -0.1778], [1.4451, -2.6961, 0.4752], [2.0857, -1.5389, 1.2616], [1.6730, -0.3129, 0.5635], [2.4438, 0.5044, -0.0916], [3.9228, 0.5735, -0.0004], [1.6935, 1.3547, -1.0346], [2.1967, 2.3377, -1.8869], [1.3359, 2.9368, -2.7901], [-0.0043, 2.5397, -2.8566], [-0.4493, 1.5628, -1.9879], [0.3990, 1.0084, -1.0989], [-3.7996, 0.8681, -2.7330], [-2.4980, 1.2290, -3.8785], [-3.0474, 2.4729, -2.7680], [-3.2066, -1.5233, -1.2210], [-4.0978, -0.0429, -0.8775], [-3.9719, -1.6891, 1.0962], [-3.5645, -0.0067, 1.4209], [-1.9173, -0.9672, 2.4272], [-2.5104, -3.3194, 1.6936], [-0.9066, -2.9250, 2.2995], [-1.7304, -3.1108, -0.6556], [-0.6719, -4.2176, 0.1999], [0.2996, -2.3520, -1.1796], [2.1120, -3.0379, -0.3144], [1.2591, -3.5395, 1.1375], [3.1671, -1.6563, 1.2941], [1.7181, -1.4918, 2.2859], [4.3190, 0.0217, 0.8467], [4.2279, 1.6177, 0.0993], [4.3807, 0.1930, -0.9184], [3.2385, 2.6260, -1.8455], [1.7020, 3.7043, -3.4593], [-0.6719, 2.9928, -3.5772], [-0.4927, 1.2410, 1.5579], [0.3786, 2.3077, 1.6750], [1.0267, 2.2812, 2.7882], [0.8799, 1.1550, 3.6826], [0.7432, 0.1438, 4.2069], [1.9718, 3.3200, 3.0557], [2.7789, 4.1097, 3.2587]], "lowdin_spin": [0.82, 0.00, 0.01, 0.02, 0.01, 0.00, 0.03, 0.01, 0.00, 0.02, 0.01, 0.02, 0.02, 0.00, 0.00, 0.00, 0.00, -0.01, 0.00, 0.00, 0.01, 0.00, 0.00, 0.00, 0.00, 0.00, 0.00, 0.00, 0.00, 0.00, 0.00, 0.00, 0.00, 0.00, 0.00, 0.00, 0.00, 0.00, 0.00, 0.00, 0.00, 0.00, 0.00, 0.00, 0.00, -0.01, 0.00, 0.00, 0.00, 0.00, 0.00]}


2.
{"formula": "C18H23NO3S", "method": "ωB97M-V/def2-TZVPD", "relative_energy_ev": 1.6195, "orbital_gap_ev": 8.870, "smiles": "COCCCNC(=O)c1ccc(CSCc2ccc(C)cc2)o1", "symbols": ["C", "O", "C", "C", "C", "N", "C", "O", "C", "C", "C", "C", "O", "C", "H", "H", "S", "C", "C", "C", "C", "C", "C", "C", "H", "H", "C", "H", "H", "H", "H", "H", "H", "H", "H", "H", "H", "H", "H", "H", "H", "H", "H", "H", "H", "H"], "xyz": [[6.1954, 1.3683, 0.7089], [4.7970, 1.2783, 0.6409], [4.3042, 0.0166, 1.0294], [2.7864, 0.0324, 0.8979], [2.1676, -1.2995, 1.3216], [0.7300, -1.2881, 1.2178], [0.0679, -1.9333, 0.2296], [0.6177, -2.6041, -0.6256], [-1.3928, -1.7804, 0.2896], [-2.3625, -2.3171, -0.5159], [-3.5922, -1.8283, -0.0318], [-3.2927, -1.0308, 1.0395], [-1.9630, -1.0038, 1.2429], [-4.1768, -0.2445, 1.9259], [-5.2179, -0.3834, 1.6360], [-4.0442, -0.5214, 2.9725], [-3.8032, 1.5543, 1.9030], [-3.9075, 1.9184, 0.1125], [-2.6947, 1.4748, -0.6438], [-2.8112, 0.7027, -1.7914], [-1.6839, 0.2847, -2.4735], [-0.4119, 0.6236, -2.0300], [-0.3016, 1.4125, -0.8913], [-1.4256, 1.8314, -0.2064], [-1.3261, 2.4323, 0.6866], [0.6756, 1.7054, -0.5361], [0.8030, 0.1153, -2.7400], [0.6267, 0.0465, -3.8111], [1.6602, 0.7612, -2.5628], [1.0407, -0.8850, -2.3747], [-1.7929, -0.3238, -3.3594], [-3.7915, 0.4236, -2.1525], [-4.0153, 3.0041, 0.0746], [-4.8177, 1.4552, -0.2688], [-4.5686, -2.0383, -0.4182], [-2.1969, -2.9710, -1.3462], [0.2094, -0.6784, 1.8287], [2.4503, -1.5330, 2.3537], [2.5181, -2.1006, 0.6661], [2.5293, 0.2365, -0.1412], [2.3917, 0.8427, 1.5141], [4.7327, -0.7715, 0.3901], [4.5967, -0.1980, 2.0707], [6.5564, 1.2015, 1.7320], [6.4590, 2.3747, 0.3908], [6.6747, 0.6372, 0.0455]], "mulliken_charge": [-0.74, -0.29, -0.78, 0.33, -1.08, -0.02, -0.06, -0.70, 0.80, -0.60, -0.73, 0.54, -0.32, -0.94, 0.39, 0.36, -0.12, -1.21, 0.78, -0.62, -0.71, 0.80, -0.33, -0.62, 0.39, 0.47, -1.58, 0.50, 0.36, 0.20, 0.44, 0.35, 0.48, 0.35, 0.52, 0.60, 0.28, 0.37, 0.42, -0.17, 0.32, 0.36, 0.38, 0.29, 0.24, 0.31]}


3.
{"formula": "C18H24AlBr2DyF5NO", "method": "ωB97M-V/def2-TZVPD", "charge": 2, "multiplicity": 6, "orbital_gap_ev": [2.160, 3.888], "symbols": ["C", "C", "F", "Al", "C", "C", "C", "F", "C", "C", "C", "O", "N", "C", "C", "C", "C", "C", "C", "C", "C", "C", "F", "Br", "C", "F", "F", "Br", "H", "H", "H", "H", "H", "H", "H", "H", "H", "H", "H", "H", "H", "H", "H", "H", "H", "H", "H", "H", "H", "H", "H", "H", "Dy"], "xyz": [[-3.3061, 1.5291, 2.3128], [-1.8415, 1.3327, 2.9305], [-1.4248, 2.4490, 3.7594], [-0.4954, 1.2635, 1.3343], [1.3821, 1.2601, 2.2560], [1.3236, 0.2804, 3.5589], [2.8615, -0.0790, 3.9228], [3.6746, 1.0641, 3.5126], [-0.6175, -0.4860, 0.2736], [-1.9100, -1.3999, 0.6784], [-1.3261, -2.8900, 0.8640], [-0.8702, -3.1700, 2.0180], [-1.3661, -3.8751, -0.2287], [-0.3044, -3.6567, -1.2305], [1.2093, -3.9216, -1.0315], [2.2485, -3.6952, -2.1870], [1.8240, -3.2043, -3.6176], [0.2942, -2.9117, -3.8107], [-0.7307, -3.1404, -2.6532], [-0.8538, 2.9446, 0.2286], [0.2445, 3.2744, -0.8979], [0.2710, 2.2502, -2.1345], [-1.0575, 1.7476, -2.3175], [1.6755, 0.8554, -2.0174], [0.5979, 3.0978, -3.4966], [-0.6535, 3.7607, -3.8380], [0.8186, 2.0569, -4.5516], [2.1230, 4.3229, -3.2692], [-3.2879, 2.1136, 1.3161], [-3.8963, 0.5535, 2.1982], [-3.9164, 2.1947, 3.0337], [-1.7940, 0.3246, 3.4863], [1.6198, 2.3422, 2.5273], [2.1204, 0.7675, 1.5371], [0.7658, -0.6955, 3.3182], [0.8422, 0.8636, 4.4255], [3.2497, -1.0115, 3.3957], [2.9369, -0.1314, 5.0629], [-0.7150, -0.3303, -0.8677], [0.3652, -1.0869, 0.4044], [-2.6955, -1.4403, -0.1479], [-2.4015, -1.0842, 1.6553], [-1.2016, -4.8051, 0.1869], [1.5976, -4.3097, -0.0312], [3.3637, -3.9207, -2.0095], [2.5788, -3.0694, -4.4677], [-0.0583, -2.5550, -4.8468], [-1.8283, -2.9368, -2.8762], [-1.9022, 2.9703, -0.2366], [-0.8270, 3.8357, 0.9706], [-0.0485, 4.3051, -1.3451], [1.2990, 3.4392, -0.4581], [0.0427, 2.6073, -6.5993]], "lowdin_spin": [0.05, 0.27, 0.05, 0.13, 0.37, 0.02, 0.02, 0.01, 0.00, 0.01, 0.00, 0.00, 0.00, 0.00, 0.00, 0.00, 0.00, 0.00, 0.00, 0.00, 0.00, 0.00, 0.00, 0.00, -0.02, -0.03, -0.10, -0.01, 0.01, 0.00, 0.01, 0.01, 0.02, 0.02, 0.00, 0.00, 0.00, 0.00, 0.00, 0.00, 0.00, 0.00, 0.00, 0.00, 0.00, 0.00, 0.00, 0.00, 0.00, 0.00, 0.00, 0.00, 4.16]}


4.
{"formula": "C18H24BCl8NO8P2", "method": "ωB97M-V/def2-TZVPD", "orbital_gap_ev": 6.657, "smiles": "CC(=O)N(C)c1c(O)cc2c(c1B(O)O)C(=O)C(P(C)O)=C([PH2]=O)C2=O.ClCCl.ClCCl.ClCCl.ClCCl", "symbols": ["C", "C", "O", "N", "C", "C", "C", "O", "C", "C", "C", "C", "B", "O", "O", "C", "O", "C", "P", "C", "O", "C", "P", "O", "C", "O", "H", "H", "H", "H", "H", "H", "H", "H", "H", "H", "H", "H", "H", "H", "H", "H", "C", "Cl", "Cl", "H", "H", "C", "Cl", "Cl", "H", "H", "C", "Cl", "Cl", "H", "H", "C", "Cl", "Cl", "H", "H"], "xyz": [[-4.6774, 4.9277, -1.5108], [-3.1971, 4.3101, -1.3682], [-2.4568, 4.4055, -2.3892], [-2.6522, 3.6961, -0.1444], [-3.3542, 4.1475, 1.0992], [-2.5979, 2.2295, -0.2158], [-3.7630, 1.3108, -0.6585], [-5.0299, 1.8634, -1.0912], [-3.6928, -0.2586, -0.6821], [-2.3616, -0.8930, -0.2395], [-1.1080, -0.0322, 0.1800], [-1.2568, 1.5029, 0.1845], [-0.0373, 2.4940, 0.6478], [0.5207, 3.3416, -0.3801], [0.4407, 2.5620, 2.0232], [0.2482, -0.8058, 0.5756], [1.3931, -0.4070, 0.2395], [0.0081, -2.1781, 1.4028], [1.1978, -2.6988, 2.7899], [2.9357, -1.9539, 2.4700], [1.4779, -4.3961, 2.7745], [-1.1445, -2.9554, 1.0238], [-1.6427, -4.5722, 1.9039], [-0.8010, -5.7907, 1.4826], [-2.1349, -2.4897, -0.1669], [-2.6972, -3.3006, -0.9386], [-4.5864, 6.0448, -1.2499], [-5.4313, 4.4723, -0.7844], [-5.0976, 4.8375, -2.5665], [-2.5668, 4.1492, 1.9467], [-4.1492, 3.3611, 1.3982], [-3.7724, 5.2044, 1.0403], [-4.9951, 1.9025, -2.0819], [-4.5617, -0.9216, -1.0035], [1.4754, 3.4527, -0.1771], [0.6273, 3.5210, 2.1914], [3.7135, -2.3126, 3.2176], [2.8885, -0.8159, 2.3485], [3.2440, -2.3583, 1.4309], [2.4463, -4.5269, 2.9439], [-3.0145, -4.8776, 1.5249], [-1.6978, -4.3812, 3.3435], [-4.5648, -5.8328, -1.9053], [-4.4152, -5.8765, -0.1455], [-6.2453, -5.5899, -2.3993], [-3.9605, -5.0129, -2.2900], [-4.2090, -6.7774, -2.3136], [6.6305, -1.8899, 1.7663], [6.8791, -1.0993, 3.3274], [5.6518, -3.3524, 1.9387], [6.1184, -1.1997, 1.0975], [7.5989, -2.1592, 1.3475], [4.7849, 0.7505, -0.6981], [4.4855, 1.2263, 0.9786], [6.4654, 0.2457, -0.9281], [4.1272, -0.0796, -0.9536], [4.5786, 1.5974, -1.3481], [5.6412, 2.8978, -4.1312], [5.8919, 3.6923, -2.5717], [4.6657, 1.4337, -3.9553], [5.1274, 3.5864, -4.8000], [6.6094, 2.6290, -4.5508]], "mulliken_charge": [-1.01, 0.50, -0.57, 0.30, -0.86, -0.25, 0.38, -0.53, -0.95, 0.59, -0.22, 0.52, 0.61, -0.59, -0.59, 0.25, -0.51, 0.40, 0.12, -0.90, -0.44, -0.12, 0.56, -0.63, -0.01, -0.45, 0.34, 0.30, 0.30, 0.19, 0.33, 0.37, 0.35, 0.41, 0.28, 0.29, 0.47, 0.14, 0.31, 0.29, -0.15, 0.14, -0.16, -0.15, -0.18, 0.17, 0.32, 0.55, -0.16, -0.15, -0.60, 0.35, 0.01, -0.16, -0.15, 0.26, 0.03, -0.26, -0.14, -0.13, 0.30, 0.26]}


5.
{"formula": "C18H24Br4Cl38", "method": "ωB97M-V/def2-TZVPD", "orbital_gap_ev": 10.208, "symbols": ["Br", "C", "C", "Br", "H", "H", "H", "H", "Br", "C", "C", "Br", "H", "H", "H", "H", "C", "Cl", "Cl", "Cl", "H", "C", "Cl", "Cl", "Cl", "H", "C", "Cl", "Cl", "Cl", "H", "C", "Cl", "Cl", "Cl", "H", "C", "Cl", "Cl", "Cl", "H", "C", "Cl", "Cl", "Cl", "H", "C", "Cl", "Cl", "Cl", "H", "C", "Cl", "Cl", "Cl", "H", "C", "Cl", "Cl", "Cl", "H", "C", "Cl", "Cl", "Cl", "H", "C", "Cl", "Cl", "Cl", "H", "C", "Cl", "Cl", "Cl", "H", "Cl", "C", "C", "Cl", "H", "H", "H", "H"], "xyz": [[14.4866, 7.6675, 18.8171], [15.5229, 7.5528, 17.1301], [14.5604, 7.1139, 16.0377], [15.5222, 7.1462, 14.2991], [16.3477, 6.8772, 17.3568], [15.8795, 8.5047, 16.7366], [13.7189, 7.8053, 16.0813], [14.1649, 6.1157, 16.2252], [18.3661, 10.7726, 16.3612], [19.1013, 9.6521, 14.9333], [18.8465, 10.2834, 13.5669], [19.9795, 9.3491, 12.2398], [18.6832, 8.6464, 14.9755], [20.1760, 9.5314, 15.0693], [19.0773, 11.3449, 13.6563], [17.8181, 10.0796, 13.2685], [9.9315, 9.9982, 14.5386], [8.3252, 9.6863, 15.2474], [10.9722, 10.5137, 15.8170], [9.8079, 11.2315, 13.2372], [10.3701, 9.0801, 14.1479], [10.7416, 11.7988, 8.5302], [9.9819, 12.9122, 7.2822], [10.9744, 12.6405, 10.1256], [12.3414, 11.2794, 8.1401], [10.1636, 10.8804, 8.6327], [14.9232, 16.6873, 14.3706], [15.1251, 15.7606, 12.8839], [15.9247, 18.1778, 14.2059], [15.2855, 15.8088, 15.9147], [13.8903, 17.0324, 14.4161], [10.8683, 16.4599, 17.8211], [10.7107, 17.2379, 19.4513], [12.3947, 15.5492, 17.5658], [10.6251, 17.6679, 16.6399], [9.9854, 15.8223, 17.7776], [12.3939, 7.3256, 11.1600], [12.5722, 8.5521, 12.4479], [13.6331, 6.0593, 11.2430], [12.5469, 8.1878, 9.6058], [11.3732, 6.9449, 11.1220], [9.7996, 15.6539, 11.6054], [11.4697, 15.9857, 12.2218], [9.5505, 16.4770, 9.9711], [8.6633, 16.3559, 12.8260], [9.6200, 14.5826, 11.5156], [18.7662, 15.3157, 14.1876], [19.6356, 16.6906, 14.9350], [19.2894, 13.8216, 15.0674], [18.9314, 15.2079, 12.4776], [17.7157, 15.4721, 14.4329], [15.5740, 12.8989, 9.6366], [17.1928, 13.5662, 10.0370], [14.6707, 12.4500, 11.0954], [15.7158, 11.5388, 8.4962], [14.9788, 13.6579, 9.1290], [12.6312, 10.7215, 19.2729], [14.1126, 11.2263, 19.9290], [11.5273, 12.1105, 18.9742], [11.9055, 9.4790, 20.3127], [12.8640, 10.1683, 18.3631], [14.1563, 11.4213, 14.4005], [15.8652, 11.7178, 13.8486], [13.1418, 12.8951, 14.2365], [14.2018, 10.7652, 16.0534], [13.6270, 10.6296, 13.8702], [8.0610, 13.7048, 15.6602], [7.3579, 12.6369, 16.8736], [9.7572, 13.8497, 15.9196], [7.3156, 15.3182, 15.6781], [7.8803, 13.3507, 14.6453], [20.7160, 12.3434, 10.3423], [20.6413, 13.9667, 9.4586], [21.9468, 12.4871, 11.7300], [21.2011, 11.0582, 9.1912], [19.7321, 12.1001, 10.7433], [18.6824, 9.5555, 20.9822], [18.0700, 10.9184, 20.0525], [17.9268, 12.1405, 21.0004], [19.4054, 12.8036, 21.7915], [17.1257, 10.6005, 19.6104], [18.8879, 11.0641, 19.3470], [17.2580, 11.9829, 21.8466], [17.4708, 12.9451, 20.4235]], "mulliken_charge": [-0.14, -0.44, -0.39, -0.17, 0.45, 0.09, 0.20, 0.45, -0.18, -0.68, -0.11, -0.14, 0.41, 0.48, 0.12, 0.16, -0.31, -0.10, 0.08, 0.00, 0.27, -0.11, -0.13, -0.05, -0.04, 0.31, -0.11, 0.01, -0.11, -0.07, 0.26, 0.21, -0.15, -0.04, -0.10, 0.02, -0.15, 0.00, -0.10, -0.09, 0.31, 0.14, -0.04, -0.13, -0.09, 0.06, 0.82, -0.14, -0.11, -0.02, -0.60, -0.25, -0.05, 0.16, -0.15, 0.33, 0.57, -0.02, -0.07, -0.12, -0.48, -0.03, 0.27, 0.39, 0.14, -0.53, -0.04, -0.12, 0.18, -0.15, 0.24, 0.37, -0.13, -0.09, -0.10, -0.07, -0.21, 0.22, -0.47, -0.20, -0.05, 0.06, 0.32, 0.31]}


6.
{"formula": "C18H24Cl3GeN7RuS", "method": "ωB97M-V/def2-TZVPD", "relative_energy_ev": 1.7497, "charge": 2, "orbital_gap_ev": [4.834, 4.710], "symbols": ["Ru", "N", "C", "S", "N", "N", "C", "C", "C", "C", "C", "C", "C", "C", "C", "C", "C", "C", "N", "H", "H", "H", "H", "H", "H", "H", "H", "H", "H", "H", "C", "N", "C", "C", "N", "N", "C", "C", "H", "H", "H", "H", "H", "H", "H", "H", "H", "H", "H", "H", "H", "Cl", "Ge", "Cl", "Cl"], "xyz": [[0.2951, 0.9999, -0.1431], [3.2737, 2.0819, 2.8279], [2.2542, 1.6537, 2.0777], [2.2610, 2.0995, 0.3745], [1.3475, 0.8971, 2.6612], [0.3369, 0.5419, 1.8337], [-0.6553, -0.1701, 2.3355], [-0.8030, -0.5636, 3.7289], [-0.5791, 0.3344, 4.7800], [-0.7540, -0.0825, 6.0877], [-1.1143, -1.3987, 6.3608], [-1.3150, -2.3033, 5.3252], [-1.1750, -1.8859, 4.0154], [-1.6686, -0.5506, 1.3277], [-2.9035, -1.0576, 1.6548], [-3.8050, -1.3540, 0.6373], [-3.4424, -1.1361, -0.6768], [-2.1958, -0.5901, -0.9394], [-1.3352, -0.2949, 0.0380], [3.9901, 2.6701, 2.4457], [3.3237, 1.8197, 3.8001], [-0.3137, 1.3630, 4.5719], [-0.6031, 0.6202, 6.8999], [-1.2396, -1.7219, 7.3878], [-1.5789, -3.3325, 5.5398], [-1.3057, -2.6036, 3.2110], [-3.1679, -1.1990, 2.6939], [-4.7848, -1.7476, 0.8796], [-4.1140, -1.3648, -1.4957], [-1.8666, -0.3737, -1.9436], [2.3206, -0.8213, -1.2962], [1.8296, -0.8987, -2.6601], [2.1028, -2.1400, -3.4124], [1.0088, 0.0630, -3.1045], [0.3763, 0.8289, -2.2136], [0.7934, 0.1911, -4.4279], [-0.4188, 0.8307, -4.9412], [1.8983, 0.0959, -5.4043], [2.8314, -1.7467, -1.0543], [1.4942, -0.7260, -0.5779], [3.0040, 0.0028, -1.1473], [2.0109, -2.9773, -2.7237], [3.1031, -2.1525, -3.8417], [1.3703, -2.2732, -4.2016], [-0.2269, 1.4869, -2.6692], [-0.3173, 1.9189, -5.0132], [-1.2790, 0.5894, -4.3177], [-0.6119, 0.4412, -5.9388], [2.8530, -0.0066, -4.8987], [1.9284, 1.0188, -5.9831], [1.7593, -0.7377, -6.0907], [-0.6275, 5.8243, -0.3362], [-0.3983, 3.7669, -0.7309], [-1.3919, 2.8101, 1.0119], [-1.7743, 3.2604, -2.3238]], "mulliken_charge": [0.11, -0.39, 0.67, -0.35, -1.37, 1.36, 0.37, 0.04, -0.27, -0.76, -0.42, -0.88, -0.29, 0.43, -0.71, -0.74, -0.84, 0.02, 0.32, 0.21, 0.23, 0.47, 0.41, 0.42, 0.42, 0.55, 0.63, 0.47, 0.48, 0.34, -1.40, 0.18, -1.17, 0.53, 0.21, 0.09, -1.08, -1.19, 0.44, 0.83, 0.31, 0.46, 0.35, 0.39, -0.27, 0.35, 0.37, 0.36, 0.40, 0.41, 0.35, -0.18, 0.74, -0.14, -0.26]}